Entry 1:
Below is C17H23KO6P as an isolated structure in a non-equilibrium geometry, with properties calculated with the ωB97M-V functional and the def2-TZVPD basis.

XYZ file:
```
48
Properties=species:S:1:pos:R:3:forces:R:3:nbo_charge:R:1
C 2.47421 2.13452 -0.22564 -0.23 0.29 -0.40 -0.60
C 1.65739 1.83450 -1.51862 0.47 0.24 1.33 -0.42
C 1.10241 0.38119 -1.50358 0.37 0.70 -0.65 -0.39
C -0.42648 0.26728 -1.34920 0.14 -0.51 0.11 -0.30
C -1.08175 1.09402 -2.46052 1.88 -1.47 0.73 -0.65
C -0.94541 0.55574 0.07399 -1.09 0.73 1.51 0.37
C -0.27433 -0.21358 1.25984 0.61 -0.20 -0.63 -0.54
C 0.34824 -1.56430 0.90333 0.42 -0.71 -0.46 0.58
O -0.24702 -2.35272 0.19219 -0.11 0.61 0.40 -0.54
C 1.69330 -2.01191 1.45595 -1.80 0.43 -0.10 -0.08
C 1.66632 -3.21855 2.12818 -0.40 -0.14 -0.05 -0.19
C 2.83871 -3.71139 2.62251 0.19 -1.12 0.64 -0.20
C 4.02016 -3.03476 2.44637 1.11 -0.24 0.36 -0.19
C 4.04422 -1.83256 1.79535 0.25 0.44 -0.42 -0.19
C 2.86602 -1.32646 1.29517 0.31 1.04 -0.23 -0.24
O -0.66127 1.93913 0.41600 0.75 1.20 -0.10 -0.54
C -1.67903 2.84629 0.33995 -0.45 -0.71 -0.57 0.79
O -1.56267 4.03374 0.46923 0.09 -1.26 -0.10 -0.52
C -2.94691 2.01810 0.02966 0.02 0.82 0.01 -0.53
C -2.51631 0.56644 0.29656 -0.53 0.14 -0.74 -0.66
P -3.56245 -0.53506 -0.71197 -1.66 -0.30 -0.72 2.36
O -4.08553 0.13342 -1.92465 0.71 0.69 -0.37 -1.15
O -2.84698 -1.89606 -1.08392 -0.09 0.27 0.61 -0.97
O -4.82407 -0.96063 0.21592 1.29 0.32 0.06 -0.96
H 3.53375 1.90763 -0.36983 -0.14 -0.27 0.19 0.21
H 2.42505 3.19478 0.03862 -0.03 -0.11 -0.08 0.22
H 2.05215 1.57967 0.61317 0.24 0.08 0.04 0.19
H 2.33968 2.02516 -2.34943 -0.36 -0.15 -0.20 0.22
H 0.86648 2.58982 -1.51872 -0.04 -0.22 -0.38 0.20
H 1.34084 -0.05857 -2.48018 -0.12 -0.19 0.21 0.22
H 1.67242 -0.19288 -0.77434 -0.30 -0.11 -0.03 0.22
H -0.69263 -0.77560 -1.56109 0.11 0.09 0.20 0.28
H -1.97526 0.57184 -2.89585 1.76 -0.76 1.98 0.21
H -1.28586 2.15476 -2.17409 0.73 -1.19 0.63 0.18
H -0.33723 1.14634 -3.30349 -0.57 0.05 0.65 0.24
H 0.46292 0.45562 1.70944 0.05 -0.15 -0.14 0.26
H -1.01203 -0.40144 2.04480 0.06 -0.07 -0.10 0.25
H 0.73474 -3.75506 2.25679 0.03 0.02 -0.05 0.23
H 2.85114 -4.65604 3.15506 -0.05 0.05 -0.03 0.22
H 4.95525 -3.44100 2.81583 -0.14 -0.09 0.08 0.22
H 4.96026 -1.27845 1.63242 0.04 -0.13 0.11 0.22
H 2.90745 -0.37966 0.77171 -0.12 -0.02 0.07 0.21
H -3.32687 2.16334 -0.98235 0.35 0.12 -0.07 0.23
H -3.76481 2.41533 0.63802 0.14 -0.36 0.22 0.26
H -2.81434 0.44526 1.34175 0.71 -0.65 0.03 0.26
H -3.45344 -2.64821 -1.02649 0.17 -0.15 0.01 0.53
H -4.87179 -0.32743 0.94395 -0.50 -0.26 0.19 0.50
K -2.61863 2.11839 -3.68779 -4.23 3.18 -3.73 0.98
```
Positions in Å, forces in eV/Å.

Computed properties:
Multiplicity   1
Orbital gap   8.38 eV
E_tot   -55896.8566 eV
Highest occupied orbital energy   -0.4315 hartree
Maximum force   6.47 eV Å⁻¹
LUMO level   -3.36 eV
Charge   +1

Entry 2:
Below is one molecule with the formula C17H23N3O2 in a non-equilibrium geometry, with properties calculated with the ωB97M-V functional and the def2-TZVPD basis.

XYZ file:
```
45
Properties=species:S:1:pos:R:3:forces:R:3:nbo_charge:R:1
O -1.34183 -0.56579 -2.34968 -0.75 3.68 -0.13 -0.67
C -1.86997 -1.53380 -1.86880 -0.32 -1.14 1.03 0.80
N -1.10303 -2.62225 -2.05286 -0.01 -2.54 0.82 -0.63
C -1.57826 -4.00939 -2.01303 -2.09 0.92 -0.96 -0.21
C -2.87313 -4.14142 -1.07068 3.60 1.03 1.08 -0.41
C -3.70745 -2.84912 -1.12159 -1.97 -3.41 1.49 -0.21
N -3.03451 -1.66086 -1.09330 3.57 2.89 -1.00 -0.48
C -3.64530 -0.55732 -0.36012 0.10 0.18 -1.05 -0.21
C -3.15502 -0.53197 1.06656 0.42 -1.90 -0.55 -0.41
C -1.64658 -0.54227 1.09385 0.82 -1.17 -1.07 -0.21
N -1.01626 0.52337 0.38632 -1.07 2.41 -1.62 -0.67
C 0.45054 0.58084 0.54709 -0.60 -0.54 0.33 -0.23
C 1.21722 1.85589 -0.02415 -3.10 -0.15 1.12 0.06
C 0.91042 3.10356 0.85701 4.69 1.16 0.23 -0.18
C 2.05867 3.83574 1.25089 -4.74 -0.81 -0.52 -0.21
C 3.35384 3.22197 1.16441 -0.74 -0.77 -0.79 -0.18
C 4.40021 3.72775 1.85098 1.81 0.25 0.06 -0.17
C 5.68557 3.18140 1.66208 1.04 1.74 0.73 -0.24
C 5.92908 2.08693 0.86968 -1.67 -0.14 -0.53 -0.20
C 4.79906 1.48595 0.26023 0.54 2.09 1.48 -0.28
C 3.54956 2.07072 0.38565 0.20 -0.91 -0.73 0.39
O 2.53593 1.53886 -0.40036 0.91 0.69 1.47 -0.49
H -0.34387 -2.36430 -2.66934 -0.11 -0.44 0.03 0.41
H -1.88510 -4.16978 -3.09460 0.31 -0.81 1.23 0.18
H -0.82009 -4.69685 -1.66317 0.23 -0.09 -0.22 0.21
H -3.30514 -5.08450 -1.29911 -1.14 -0.39 -0.55 0.23
H -2.45553 -4.33573 -0.01854 -0.59 0.72 -1.23 0.20
H -4.33121 -2.85611 -1.97200 -1.07 -0.45 -1.36 0.18
H -4.40754 -2.86331 -0.25627 0.38 -0.15 -0.43 0.20
H -4.68911 -0.73285 -0.54421 -0.85 0.08 0.79 0.20
H -3.51190 0.41261 -0.82376 0.64 0.06 -0.43 0.22
H -3.55155 -1.43214 1.54995 0.28 -0.02 0.20 0.20
H -3.50397 0.27503 1.60894 -0.95 1.90 0.92 0.22
H -1.27890 -1.52677 0.74397 -0.22 -0.12 -0.33 0.15
H -1.20161 -0.52754 2.03438 0.03 0.20 2.31 0.19
H -1.32326 0.48925 -0.63388 1.16 0.21 1.70 0.39
H 0.70943 -0.23796 -0.05670 1.64 -1.29 -0.91 0.18
H 0.67262 0.23704 1.61262 0.06 1.12 -1.16 0.19
H 0.79553 2.10203 -0.99598 -0.74 -0.21 -0.04 0.20
H -0.11610 3.39088 1.09912 0.40 -0.14 -0.50 0.24
H 1.94713 4.86683 1.66588 0.20 -1.14 -0.03 0.22
H 4.23780 4.63918 2.42891 0.28 -0.29 -0.04 0.21
H 6.51496 3.81196 2.03298 -0.34 -0.76 0.05 0.21
H 6.89970 1.70955 0.56801 0.06 0.20 0.48 0.22
H 5.02895 0.69469 -0.35741 -0.29 -1.77 -1.39 0.22
```
Positions in Å, forces in eV/Å.

Computed properties:
Multiplicity   1
Orbital gap   8.40 eV
E_tot   -26564.8963 eV
Highest occupied orbital energy   -0.2814 hartree
Maximum force   4.84 eV Å⁻¹
Relative energy (zero: lowest compared OMol25 entry of this formula, charge and spin)   107.4 kcal per mole
LUMO level   0.74 eV

Entry 3:
Below is a 2-piece molecular cluster, C17H23N4O6P overall in a non-equilibrium geometry, with properties calculated with the ωB97M-V functional and the def2-TZVPD basis.

XYZ file:
```
51
Properties=species:S:1:pos:R:3:forces:R:3:nbo_charge:R:1
C 5.18092 -1.21210 -0.80121 -0.21 0.04 -0.29 -0.43
N 3.88166 -0.99858 -0.16246 1.01 -0.18 -0.27 -0.59
C 2.67143 -1.19318 -0.69460 -0.73 0.08 0.03 0.68
O 1.67569 -0.95925 -0.01991 -0.63 -0.15 -0.15 -0.67
C 2.50499 -1.66276 -2.15570 0.34 -0.05 -0.37 -0.13
C 1.76994 -0.60326 -2.99700 -0.03 0.46 0.41 -0.49
C 2.44817 0.75248 -2.91044 1.16 -1.28 -0.18 0.67
N 1.71058 1.81340 -2.68123 -1.54 0.99 0.24 -0.80
O 3.65292 0.87888 -3.02060 0.89 -0.48 -0.11 -0.65
N 1.74828 -2.91565 -2.22292 0.01 1.08 1.45 -0.61
C 1.95345 -3.86504 -3.13435 0.77 -1.06 -1.38 0.67
C 1.07777 -5.09201 -3.04438 0.06 0.09 0.10 -0.71
O 2.80347 -3.78298 -4.00963 -0.01 0.35 0.15 -0.63
H 5.29438 -0.54710 -1.66078 0.02 -0.05 0.06 0.23
H 5.98053 -0.99904 -0.09026 -0.22 -0.05 0.00 0.21
H 5.27451 -2.24748 -1.13486 0.10 0.06 0.05 0.20
H 3.87587 -0.65459 0.78570 -0.18 -0.02 -0.07 0.41
H 3.49077 -1.81509 -2.59654 -0.18 -0.20 -0.10 0.25
H 1.75956 -0.91153 -4.04231 0.06 -0.13 0.02 0.26
H 0.74142 -0.51481 -2.64771 -0.09 -0.14 0.03 0.21
H 0.71644 1.73666 -2.57645 -0.07 0.34 0.07 0.40
H 2.20094 2.68848 -2.64283 -0.22 0.23 0.04 0.41
H 1.03884 -3.06445 -1.52278 0.00 0.15 0.05 0.41
H 1.12818 -5.50413 -2.03832 -0.20 -0.09 0.07 0.22
H 0.05336 -4.81753 -3.28765 -0.15 -0.11 0.08 0.23
H 1.43785 -5.83150 -3.75900 -0.04 0.16 0.08 0.25
O -5.83199 2.32863 1.90797 0.11 0.82 0.57 -1.11
P -5.85662 1.06827 2.65947 -0.58 3.20 -1.12 2.35
O -7.13545 0.99298 3.59726 0.13 -0.62 0.35 -0.95
O -6.04081 -0.01005 1.53936 -0.13 -1.96 -0.11 -0.99
C -4.44000 0.77149 3.64530 0.08 -0.69 0.47 -0.88
C -3.23676 1.07951 2.84155 2.05 1.36 0.22 0.22
C -2.74830 0.17321 1.89138 1.06 -0.28 -1.08 -0.26
C -1.57058 0.45849 1.19944 -1.63 -0.69 0.72 -0.12
C -0.91725 1.65767 1.48173 0.41 0.09 -0.27 -0.14
C 0.26933 2.01543 0.82407 1.09 1.40 0.01 -0.17
C 0.90371 3.22476 1.12537 -0.38 -1.25 -0.54 -0.23
C 0.35859 4.08157 2.08700 -1.30 -0.22 0.85 -0.20
C -0.82190 3.72051 2.74987 1.47 1.13 -0.36 -0.21
C -1.46770 2.51659 2.45915 0.00 -0.30 -0.26 0.23
N -2.59290 2.21462 3.12874 -1.36 -1.07 0.23 -0.43
H -7.18157 0.06872 3.85859 -0.67 -0.29 0.51 0.49
H -6.51949 0.54945 0.90678 0.09 -0.32 -0.58 0.52
H -4.42907 -0.26643 3.96962 0.06 -0.20 0.20 0.25
H -4.48537 1.42353 4.51757 -0.10 0.02 -0.09 0.29
H -3.27887 -0.75196 1.69632 -0.02 0.06 0.02 0.22
H -1.16822 -0.23549 0.46560 0.00 0.11 0.14 0.23
H 0.70722 1.35366 0.08399 -0.09 -0.07 0.13 0.23
H 1.82228 3.49463 0.61215 -0.10 -0.05 0.06 0.21
H 0.84937 5.02243 2.32021 -0.11 -0.13 0.00 0.22
H -1.25957 4.36994 3.49978 0.01 -0.07 -0.07 0.23
```
Positions in Å, forces in eV/Å.

Computed properties:
Multiplicity   1
Orbital gap   8.66 eV
E_tot   -45540.7229 eV
Highest occupied orbital energy   -0.3131 hartree
Maximum force   3.44 eV Å⁻¹
LUMO level   0.14 eV

Entry 4:
Below is C17H23N9O4Y as an isolated structure, with properties calculated with the ωB97M-V functional and the def2-TZVPD basis.

XYZ file:
```
54
Properties=species:S:1:pos:R:3:forces:R:3:nbo_charge:R:1
Y -1.26948 0.04227 0.42869 -0.42 0.03 0.76 2.10
C 3.19878 1.44438 0.63684 0.00 0.01 -0.11 -0.69
C 1.72499 1.25770 0.52874 -0.12 0.45 -0.11 0.30
N 1.11977 0.20879 0.95026 0.03 -0.03 0.00 -0.30
O 1.96645 -0.73846 1.51339 -0.16 0.06 0.02 -0.53
C 0.86961 2.34389 -0.04421 0.29 -0.31 0.13 0.14
C 1.43699 3.56315 -0.68169 0.13 0.07 0.00 -0.68
N -0.40198 2.16341 0.10476 0.00 0.41 -0.08 -0.23
O -1.25893 3.07224 -0.28195 0.08 -0.02 0.06 -0.59
H 3.58531 0.99816 1.54931 -0.05 -0.04 0.01 0.26
H 3.45258 2.49984 0.59778 0.04 -0.02 0.00 0.24
H 3.68367 0.93755 -0.20254 0.02 0.00 0.02 0.26
H 1.36580 -1.31680 2.00523 0.07 -0.03 -0.01 0.49
H 2.36106 3.34134 -1.21404 -0.02 -0.01 -0.02 0.23
H 1.66135 4.33310 0.06211 -0.03 0.00 0.00 0.24
H 0.70758 3.97876 -1.37260 -0.04 -0.02 0.01 0.26
C 0.04235 -3.09922 -0.29707 0.05 0.11 0.08 -0.27
N -0.80411 -1.97017 -0.66839 -0.07 -0.12 -0.03 -0.69
C -1.29303 -1.95287 -1.87348 0.00 -0.04 -0.08 0.20
C -2.09536 -0.88524 -2.34486 0.15 -0.28 0.33 -0.04
C -2.62943 -0.68374 -3.60674 -0.34 0.16 -0.08 -0.19
C -3.33667 0.52623 -3.54087 0.24 -0.13 -0.13 -0.31
C -3.15775 1.01139 -2.25461 -0.11 -0.03 0.25 0.02
N -2.43275 0.16007 -1.48732 -0.06 0.05 -0.81 -0.73
C 1.47471 -2.96721 -0.78281 0.03 -0.03 -0.05 0.05
C 2.39951 -3.93315 -0.39223 -0.02 0.01 0.05 -0.23
C 3.72207 -3.85272 -0.79173 0.05 0.01 -0.02 -0.19
C 4.14560 -2.80143 -1.59665 -0.04 0.01 -0.01 -0.21
C 3.23244 -1.83961 -1.99335 -0.04 0.00 0.01 -0.19
C 1.90381 -1.92111 -1.58870 0.02 -0.01 -0.02 -0.26
H -0.40386 -4.03590 -0.64420 0.07 0.00 -0.13 0.21
H 0.04807 -3.17008 0.79389 0.00 -0.01 0.00 0.21
H -1.06986 -2.77139 -2.56035 -0.03 0.00 -0.01 0.20
H -2.52335 -1.34477 -4.45251 -0.02 0.01 -0.01 0.23
H -3.89201 1.00134 -4.33192 0.03 0.03 0.00 0.23
H -3.51060 1.95165 -1.85640 -0.01 -0.02 0.02 0.20
H 2.07935 -4.75569 0.23832 0.00 -0.01 -0.01 0.21
H 4.42662 -4.61222 -0.47940 -0.01 -0.01 0.00 0.22
H 5.17505 -2.73747 -1.92234 0.01 -0.03 0.03 0.22
H 3.54578 -1.02339 -2.63240 0.01 0.00 0.00 0.22
H 1.21379 -1.15465 -1.91652 -0.03 0.00 -0.01 0.21
N -3.23748 1.93589 1.05038 0.34 -0.02 0.27 -0.70
N -3.13351 2.36281 2.39161 -0.03 -0.05 0.04 -0.39
C -2.41776 1.64220 3.26025 -0.12 0.15 -0.25 0.64
N -2.28416 2.02578 4.52138 -0.05 -0.03 -0.11 -0.75
N -1.87722 0.54897 2.69292 0.30 -0.25 0.53 -0.56
N -1.12130 -0.33252 3.39593 -0.16 -0.18 -0.95 0.65
O -0.83960 -0.25699 4.55854 -0.05 0.09 0.22 -0.34
O -0.73722 -1.24658 2.62830 0.12 0.00 0.35 -0.48
H -2.62758 2.55371 0.44187 -0.09 0.09 -0.08 0.44
H -4.21724 1.92364 0.79857 0.02 -0.03 -0.15 0.39
H -3.44387 3.28986 2.64386 0.00 0.01 -0.02 0.40
H -2.78501 2.82755 4.86587 0.03 0.00 0.05 0.42
H -1.74195 1.45771 5.15311 0.01 0.01 0.02 0.45
```
Positions in Å, forces in eV/Å.

Computed properties:
Multiplicity   1
Orbital gap   6.79 eV
E_tot   -40638.5993 eV
Highest occupied orbital energy   -0.3904 hartree
Maximum force   0.98 eV Å⁻¹
Relative energy (zero: lowest compared OMol25 entry of this formula, charge and spin)   5.0 kcal per mole
LUMO level   -3.83 eV
Charge   +1